(1)
Density functional theory data (ωB97M-V/def2-TZVPD) for Cl2F2H2N3O2PS2 as an isolated structure in a non-equilibrium geometry.

XYZ file:
```
14
Cl2F2H2N3O2PS2 ωB97M-V/def2-TZVPD
N -1.5875 1.0325 1.8094
N 0.8384 0.4465 1.2951
N -0.9653 0.7236 -0.6316
O -2.7384 -0.7266 0.3856
O 1.3672 -0.1272 -1.1431
F 0.0179 0.6892 3.7047
F -0.4441 -1.3340 2.4957
P -0.3529 0.1776 2.3274
S -2.4041 0.5951 0.5636
S 0.6410 0.8711 -0.3495
Cl -3.6513 2.0501 0.2375
Cl 1.3313 3.1100 -0.8826
H 1.6932 0.0253 1.3224
H -1.0310 0.1589 -1.4966
```

Computed properties:
charge	+2
highest occupied orbital energy	-0.7551	Eh
ΔE to the lowest compared entry with this formula, charge and spin	35.6	kcal/mol
total energy	-2572.974145	Eh
frontier orbital gap	8.27	eV

natural (NBO) population analysis, charges in e, atoms 1 to 6:
1. N -1.257
2. N -1.164
3. N -1.090
4. O -0.733
5. O -0.701
6. F -0.447



(2)
Density functional theory data (ωB97M-V/def2-TZVPD) for C29H49Cl8MgO16 as an isolated structure in a non-equilibrium geometry.

XYZ file:
```
103
C29H49Cl8MgO16 ωB97M-V/def2-TZVPD
Mg -0.5165 -1.5724 1.2684
C 0.0221 0.6733 -1.0963
O 0.0194 -0.1205 0.0764
H 1.0352 0.7850 -1.4826
H -0.5605 0.2483 -1.9137
H -0.3382 1.6828 -0.8983
C 1.5786 -2.5555 -2.7199
C 2.1668 -3.7505 -1.9144
C 1.1660 -4.8794 -1.8194
O 1.9186 -6.0737 -1.9303
C 3.1149 -5.7932 -2.3931
O 3.9966 -6.6796 -2.4626
O 3.2516 -4.4517 -2.4837
H 1.3014 -2.7550 -3.7550
H 2.3778 -1.8172 -2.7850
H 0.6908 -2.0901 -2.2916
H 2.4496 -3.4789 -0.8974
H 0.4389 -4.9814 -2.6250
H 0.7817 -4.9998 -0.8066
C -2.3926 -5.3726 -3.6801
C -2.5582 -3.8483 -3.3745
C -3.8134 -3.4515 -2.6304
O -3.4056 -2.6120 -1.6218
C -2.1365 -2.7629 -1.3997
O -1.6149 -2.3820 -0.3814
O -1.5444 -3.4162 -2.4696
H -1.6730 -5.7135 -2.9358
H -2.0611 -5.6264 -4.6869
H -3.3624 -5.8370 -3.5013
H -2.4306 -3.2816 -4.2969
H -4.4233 -4.2751 -2.2589
H -4.4980 -2.9133 -3.2859
C 1.0148 1.4968 6.9209
C 1.2996 1.6035 5.4179
C 2.6975 1.0920 5.0565
O 2.4616 0.3504 3.8713
C 1.2002 0.1812 3.7070
O 0.7681 -0.5880 2.8504
O 0.4840 0.7641 4.6747
H -0.0395 1.5944 7.1799
H 1.6189 2.1958 7.4992
H 1.4140 0.5746 7.3432
H 1.1307 2.6397 5.1250
H 3.2150 0.5884 5.8730
H 3.2994 1.9631 4.7974
C -4.3085 -0.0616 5.8987
C -4.5500 0.2462 4.3476
C -4.0773 1.6449 3.9885
O -3.2780 1.4179 2.8119
C -2.9642 0.1191 2.7108
O -2.1028 -0.3893 1.9506
O -3.6472 -0.5743 3.6512
H -4.5410 -1.1059 6.1068
H -5.0141 0.3910 6.5954
H -3.3010 0.2577 6.1655
H -5.5433 -0.0680 4.0274
H -3.3394 2.0277 4.6936
H -4.8737 2.3836 3.8979
C -0.6395 3.9528 3.4166
C 0.0776 3.1558 2.2936
C 0.1064 3.9089 0.9970
O 1.4630 3.7765 0.5122
C 2.1828 3.2781 1.5313
O 3.4060 3.0973 1.4372
O 1.4088 3.0259 2.5596
H -0.6939 3.4401 4.3770
H -1.6676 4.1836 3.1376
H -0.2115 4.9458 3.5536
H -0.3584 2.1774 2.0919
H 0.0062 4.9902 1.0916
H -0.6413 3.4568 0.3454
Cl -1.5947 3.1018 -6.0071
C -0.6395 2.0643 -4.9927
C 0.3242 1.2564 -5.9044
Cl 0.8237 -0.2414 -5.0402
H -1.2803 1.3931 -4.4210
H -0.0560 2.6957 -4.3226
H 1.1809 1.8822 -6.1543
H -0.2008 0.9397 -6.8056
Cl -5.3243 -0.0349 -2.6704
C -3.7171 0.6259 -2.1829
C -3.7054 2.0701 -1.6545
Cl -4.1631 3.2050 -3.0021
H -3.0596 0.5386 -3.0478
H -3.4143 -0.1477 -1.4772
H -2.7038 2.2938 -1.2871
H -4.3451 2.1203 -0.7734
Cl 5.5987 -2.1695 1.9401
C 4.3474 -1.5678 0.8077
C 4.2242 -0.0278 0.7839
Cl 5.5894 0.6535 -0.1778
H 3.3737 -1.9452 1.1202
H 4.6299 -1.8318 -0.2114
H 4.3838 0.3614 1.7895
H 3.3058 0.2960 0.2942
Cl 2.9645 2.6517 -2.3445
C 4.2129 1.8258 -3.3278
C 4.3438 2.5146 -4.6643
Cl 4.8811 4.2138 -4.5332
H 4.0790 0.7448 -3.3675
H 5.1893 1.9169 -2.8519
H 3.3806 2.6052 -5.1664
H 4.9280 1.9633 -5.4011
```

Computed properties:
charge	+1
highest occupied orbital energy	-0.4012	Eh
total energy	-6219.751775	Eh
frontier orbital gap	7.08	eV

Mulliken population analysis, charges in e, atoms 1 to 6:
1. Mg 2.203
2. C 0.007
3. O -0.242
4. H 0.079
5. H -0.019
6. H -0.476



(3)
Density functional theory data (ωB97M-V/def2-TZVPD) for one molecule with the formula C9H17N3O4 in a non-equilibrium geometry.

XYZ file:
```
33
C9H17N3O4 ωB97M-V/def2-TZVPD
C -0.6476 1.6049 1.1873
C 0.7025 1.6887 0.4222
C -1.1470 0.2498 1.6583
C -0.2545 -0.8410 2.1456
C 0.6247 -0.2103 -1.6192
C -0.7776 0.2803 -2.0503
C 0.7999 -1.6411 -0.9544
C 0.1434 -2.8077 -1.6605
C 2.3900 -1.8015 -0.7124
H -1.9871 2.9784 1.1294
H -1.8637 2.4002 -0.3762
H -0.3654 2.0812 2.1715
H -1.7624 -0.0966 0.8050
H -1.9526 0.4356 2.5013
H 0.8146 0.6542 3.1250
H 1.2101 -0.9062 3.4650
H 1.9707 1.1202 -0.9015
H 1.1972 0.0120 -2.5952
H 0.4185 -1.4634 0.0232
H 0.2831 -3.0887 -2.6934
H 0.4724 -3.6111 -1.0482
H -1.0018 -2.8160 -1.5343
H 2.8499 -2.1348 -1.6107
H 2.3033 -2.5898 -0.0126
H 2.8147 -0.9516 -0.2409
H -2.5229 -0.1899 -2.3808
N -1.7705 2.1819 0.6074
N 0.6737 -0.3072 2.9680
N 1.1095 0.7457 -0.5358
O 1.4457 2.5394 0.9000
O -0.3757 -2.0264 1.8899
O -1.0387 1.4265 -2.2665
O -1.7776 -0.6032 -1.9739
```

Computed properties:
highest occupied orbital energy	-0.3326	Eh
ΔE to the lowest compared entry with this formula, charge and spin	56.7	kcal/mol
total energy	-818.335189	Eh
frontier orbital gap	9.63	eV

natural (NBO) population analysis, charges in e, atoms 1 to 6:
1. C -0.132
2. C 0.689
3. C -0.520
4. C 0.670
5. C -0.127
6. C 0.783



(4)
Density functional theory data (ωB97M-V/def2-TZVPD) for C14H11Cl2NO5Zr as an isolated structure in a non-equilibrium geometry.

XYZ file:
```
34
C14H11Cl2NO5Zr ωB97M-V/def2-TZVPD
Zr -0.7507 -0.2326 0.3370
O -0.5076 -1.9389 3.7016
C -0.1506 -1.4884 2.6438
O -0.3486 -0.2758 2.2265
C 0.7930 -2.3481 1.7148
C 1.8333 -1.4193 1.0441
C 3.0738 -2.2297 0.6539
C 2.5144 -3.0710 -0.5073
C 1.0929 -2.5087 -0.6441
O 1.2308 -1.1329 -0.2308
C 0.1543 -3.0307 0.4610
C -1.2255 -2.3899 0.1924
O -2.0159 -2.1915 1.1189
O -1.3382 -1.7516 -0.9156
H 1.2548 -3.0981 2.3637
H 2.0342 -0.4862 1.5831
H 3.8677 -1.5672 0.3138
H 3.4565 -2.8282 1.4763
H 3.0685 -2.8958 -1.4270
H 2.5135 -4.1384 -0.2976
H 0.6685 -2.5598 -1.6514
H 0.0873 -4.1141 0.5540
Cl 0.8137 4.2404 -0.4474
C -0.8728 3.9052 -0.3373
C -1.7993 4.9175 -0.3171
C -3.1548 4.6249 -0.1977
C -3.5707 3.3120 -0.0417
C -2.6257 2.3124 -0.0305
Cl -3.0654 0.6295 0.2948
C -1.2239 2.5253 -0.2243
N -0.3709 1.5251 -0.2899
H -1.4768 5.9449 -0.3886
H -3.8785 5.4215 -0.2021
H -4.6146 3.0751 0.0812
```

Computed properties:
highest occupied orbital energy	-0.2753	Eh
total energy	-1938.554716	Eh
frontier orbital gap	7.22	eV

Mulliken population analysis, charges in e, atoms 1 to 6:
1. Zr 1.343
2. O -0.627
3. C 0.439
4. O -0.673
5. C -0.458
6. C 0.225



(5)
Density functional theory data (ωB97M-V/def2-TZVPD) for C27H26IrN4O3STe as an isolated structure in a non-equilibrium geometry.

XYZ file:
```
63
C27H26IrN4O3STe ωB97M-V/def2-TZVPD
Ir 0.8583 -0.3477 1.7489
C 3.0156 -0.1614 2.5599
C 2.7509 1.1796 2.0932
C 1.7060 1.7276 2.8551
C 1.2076 0.7022 3.7161
C 2.0814 -0.4430 3.5752
C 2.1397 -1.6526 4.4562
C 0.1826 0.9177 4.7942
C 1.1966 3.1286 2.7478
C 3.5344 1.9669 1.0873
C 4.1093 -1.0900 2.1321
H 2.1152 -2.5710 3.8664
H 1.2994 -1.6866 5.1510
H 3.0614 -1.6568 5.0474
H -0.8251 1.0392 4.3929
H 0.4155 1.8114 5.3826
H 0.1509 0.0741 5.4848
H 1.8722 3.8447 3.2315
H 0.2251 3.2360 3.2349
H 1.0888 3.4459 1.7069
H 2.9227 2.2595 0.2353
H 4.3752 1.4015 0.6941
H 3.9170 2.8780 1.5605
H 3.7063 -2.0768 1.8942
H 4.8606 -1.2135 2.9202
H 4.6092 -0.7291 1.2340
N -6.9082 -0.7908 -5.6217
C -6.1926 -0.5082 -4.7691
C -5.2927 -0.1420 -3.6891
C -5.5156 1.0223 -2.9720
C -4.6606 1.3755 -1.9399
C -3.5827 0.5611 -1.6214
C -3.3552 -0.6064 -2.3450
C -4.2103 -0.9525 -3.3759
N -2.7072 0.9222 -0.5749
C -2.6989 2.0869 0.1841
C -1.6501 1.9653 1.0328
N -1.0124 0.7561 0.8284
C -1.6700 0.1588 -0.1155
H -6.3571 1.6555 -3.2189
H -4.8451 2.2846 -1.3878
H -2.5093 -1.2440 -2.1301
H -4.0264 -1.8556 -3.9418
H -3.4036 2.8853 0.0411
H -1.2957 2.6713 1.7641
H -1.4433 -0.8200 -0.4968
Te -0.3895 -2.6339 1.8528
O -0.3467 -2.8222 -0.1972
C 0.4640 -2.0144 -0.8645
N 1.1670 -1.0029 -0.2197
S 1.9492 -0.0665 -1.3145
O 3.3821 -0.1113 -1.1217
O 1.3738 1.2656 -1.3494
C 1.4590 -0.9981 -2.6885
C 1.8127 -0.8266 -4.0102
C 1.2905 -1.6971 -4.9593
C 0.4244 -2.7434 -4.5485
C 0.0825 -2.9373 -3.2348
C 0.6057 -2.0517 -2.2498
H 2.4773 -0.0220 -4.3044
H 1.5478 -1.5806 -6.0039
H 0.0273 -3.4155 -5.3016
H -0.5667 -3.7520 -2.9379
```

Computed properties:
charge	-1
highest occupied orbital energy (alpha / beta)	-0.0352 / -0.0361	Eh
ΔE to the lowest compared entry with this formula, charge and spin	81.7	kcal/mol
total energy	-2259.746651	Eh
frontier orbital gap (alpha / beta)	3.08 / 3.11	eV

natural (NBO) population analysis, charges in e, atoms 1 to 6:
1. Ir 0.651
2. C -0.045
3. C 0.025
4. C -0.002
5. C -0.158
6. C -0.083



Question: Which value of total energy does entry 4 give?
Answer: -1938.554716 Eh



Question: Which formula does entry 5 have?
Answer: C27H26IrN4O3STe



Question: Which value of total energy does entry 1 give?
Answer: -2572.974145 Eh